An isolated ion of composition C9H17N2 and charge +1, computed with wB97M-V/def2-TZVPD.

Geometry (Å):
1 C 1.1515 0.3220 -0.0264
2 C -1.3610 -0.1346 -0.1978
3 C 1.0802 2.5877 0.1858
4 C -0.3909 2.0812 0.1633
5 C -3.7009 -0.7712 -0.4501
6 C 2.8203 -1.1641 -1.0378
7 C 1.9551 -1.5908 1.3228
8 C -2.7357 0.2950 -0.0864
9 C 1.6449 -1.0768 -0.0935
10 N 1.8317 1.3498 0.1390
11 N -0.3263 0.6191 -0.0033
12 H -1.0657 -1.1086 -0.4482
13 H 1.2106 3.2069 -0.7402
14 H 1.0940 3.0132 1.2370
15 H -0.8306 2.1851 1.1138
16 H -1.2697 2.3899 -0.5695
17 H -3.8028 -1.6635 0.2163
18 H -4.6658 -0.3966 -0.6505
19 H -3.3596 -0.9845 -1.4914
20 H 3.5680 -0.5496 -0.6443
21 H 2.6353 -0.9238 -2.0579
22 H 3.2085 -2.1381 -0.9422
23 H 2.8823 -1.3844 1.7886
24 H 2.1121 -2.7185 1.1848
25 H 1.1744 -1.2846 2.0999
26 H -3.0308 1.2257 -0.5966
27 H -2.6932 0.3879 0.9788
28 H 0.8640 -1.7738 -0.3936

Computed properties:
- Relative energy (zero: lowest compared OMol25 entry of this formula, charge and spin): 2.738 eV
- HOMO energy: -0.531 Eh
- Total energy: -462.32251 Eh
- Net charge: +1
- Gap between HOMO and LUMO: 0.36856 hartree

Table of natural (NBO) atomic charges, one value per atom, all in e: C 0.46; C 0.30; C -0.26; C -0.26; C -0.61; C -0.59; C -0.60; C -0.50; C -0.29; N -0.35; N -0.29; H 0.22; H 0.25; H 0.25; H 0.22; H 0.24; H 0.24; H 0.24; H 0.21; H 0.23; H 0.22; H 0.22; H 0.24; H 0.23; H 0.22; H 0.27; H 0.26; H 0.21